Entry 1:
Entry from the OMol25 dataset: a molecular structure, C5H11N (wB97M-V/def2-TZVPD).

```
17
C5H11N wB97M-V/def2-TZVPD
C 2.487 0.522 0.181
C 1.274 -0.412 0.136
C -0.023 0.374 0.303
N -0.999 -1.133 -0.508
C -1.801 0.002 0.364
C -2.246 -0.703 -0.908
H 2.401 1.307 -0.582
H 3.397 -0.046 -0.042
H 2.625 1.010 1.152
H 1.238 -0.911 -0.832
H 1.352 -1.193 0.899
H -0.051 1.187 -0.427
H -0.033 0.819 1.310
H -2.214 -0.382 1.294
H -1.964 1.072 0.219
H -3.111 -1.341 -0.698
H -2.345 -0.105 -1.830
```

Its multiplicity is 1. As for the molar mass: 85.15 g mol⁻¹. Its relative energy (zero: lowest compared OMol25 entry of this formula, charge and spin) is 5.3832 eV. The total charge is 0. The value obtained for the HOMO-LUMO gap is 8.8 eV. Its total energy is -251.66470 Ha.

And the natural (NBO) charges, in e, turn out to be:
1. C -0.609
2. C -0.414
3. C -0.208
4. N -0.433
5. C -0.320
6. C -0.249
7. H 0.199
8. H 0.217
9. H 0.200
10. H 0.227
11. H 0.207
12. H 0.196
13. H 0.195
14. H 0.220
15. H 0.225
16. H 0.193
17. H 0.155

---

Entry 2:
Entry from the OMol25 dataset: a single C5H11N molecule at a distorted geometry (wB97M-V/def2-TZVPD).

```
17
C5H11N wB97M-V/def2-TZVPD
C 2.125 0.516 0.299
N 1.155 1.268 0.047
C -0.031 0.812 -0.579
C -1.241 1.383 0.148
C -0.102 -0.863 -0.716
C -0.449 -1.596 0.575
H 2.998 0.949 0.775
H 1.960 -0.586 0.023
H -0.006 1.198 -1.607
H -1.198 2.470 0.136
H -2.156 1.058 -0.338
H -1.253 1.055 1.183
H 0.746 -1.320 -1.232
H -0.920 -0.991 -1.429
H -0.474 -2.672 0.412
H -1.429 -1.305 0.947
H 0.276 -1.374 1.355
```

As for the structure (SMILES): C=N[C@H](C)CC. Its multiplicity is 1. As for the molar mass: 85.15 g mol⁻¹. Its relative energy (zero: lowest compared OMol25 entry of this formula, charge and spin) is 1.1888 eV. The total charge is 0. The value obtained for the HOMO-LUMO gap is 10.2 eV. Its total energy is -251.81884 Ha.

And the natural (NBO) charges, in e, turn out to be:
1. C -0.072
2. N -0.407
3. C -0.056
4. C -0.612
5. C -0.440
6. C -0.624
7. H 0.185
8. H 0.149
9. H 0.203
10. H 0.224
11. H 0.207
12. H 0.208
13. H 0.204
14. H 0.206
15. H 0.213
16. H 0.209
17. H 0.204